[1]
Computed, not measured: a structure of composition C51H43Cl3FFeN5O3P2, with the ωB97M-V functional and the def2-TZVPD basis.

Highest occupied orbital energy (alpha / beta): -8.696 / -8.668 eV
Charge: +1
Energy: -160420.402 eV
Multiplicity: 2
Gap between HOMO and LUMO (alpha / beta): 0.1913 / 0.1901 hartree

Each line ends with the Mulliken charge.
Element x y z (Å)
Fe 0.945 0.261 -0.615  1.036
C 3.636 1.880 -1.940  -0.671
P 2.041 2.538 -1.333  1.654
C 1.120 3.566 -2.525  0.706
C 0.238 4.430 -1.922  -2.555
C -1.114 4.675 -2.464  0.304
C -1.219 4.328 -3.895  -1.242
C -0.222 3.659 -4.548  -0.654
C 0.926 3.209 -3.874  -0.556
C 2.699 3.752 -0.125  0.492
C 2.886 5.098 -0.458  -0.651
C 3.367 5.995 0.485  -0.746
C 3.689 5.560 1.764  -0.827
C 3.564 4.216 2.085  -0.692
C 3.067 3.319 1.148  -1.229
C 3.911 0.911 -0.825  -0.336
C 5.065 0.379 -0.311  -1.339
C 4.690 -0.492 0.750  -1.165
C 3.325 -0.457 0.835  -0.122
C 2.375 -1.273 1.659  -2.306
P 0.819 -0.286 1.733  1.390
C -0.525 -1.449 2.137  0.191
C -0.391 -2.832 2.193  0.469
C -1.478 -3.619 2.563  -0.843
C -2.696 -3.035 2.879  -0.812
C -2.832 -1.651 2.832  -1.016
C -1.754 -0.865 2.457  -0.446
C 1.096 0.448 3.402  1.624
C 1.064 -0.401 4.510  -0.902
C 1.417 0.069 5.763  -0.700
C 1.811 1.394 5.932  -0.798
C 1.803 2.253 4.848  -1.237
C 1.443 1.784 3.588  -0.115
N 2.838 0.426 -0.101  2.466
H 3.540 1.376 -2.903  0.273
H 4.387 2.660 -2.026  0.760
H 0.401 4.749 -0.902  0.766
H -1.453 5.690 -2.281  0.682
H -2.125 4.621 -4.419  0.405
H -0.333 3.431 -5.603  0.434
H 1.662 2.614 -4.401  0.657
H 2.660 5.446 -1.458  0.496
H 3.493 7.037 0.218  0.454
H 4.046 6.267 2.505  0.418
H 3.852 3.863 3.069  0.571
H 2.983 2.268 1.398  0.859
H 6.070 0.619 -0.634  0.547
H 5.347 -1.096 1.365  0.569
H 2.176 -2.218 1.148  0.659
H 2.768 -1.486 2.647  0.855
H 0.560 -3.300 1.970  0.360
H -1.359 -4.694 2.642  0.729
H -3.539 -3.649 3.174  0.458
H -3.774 -1.190 3.108  0.508
H -1.852 0.216 2.423  0.401
H 0.757 -1.433 4.396  0.419
H 1.381 -0.600 6.614  0.431
H 2.116 1.750 6.910  0.391
H 2.066 3.297 4.975  0.540
H 1.435 2.476 2.760  0.433
C -1.362 -6.776 -0.047  -1.339
C -2.397 -5.978 -0.833  0.239
C -3.768 -6.155 -0.200  -0.918
C -4.801 -5.241 -0.841  -1.296
C -4.361 -3.810 -0.691  0.605
C -5.268 -2.789 -0.544  -0.764
C -4.829 -1.468 -0.468  -0.140
F -5.746 -0.499 -0.324  -0.389
C -3.513 -1.144 -0.551  -0.954
C -2.570 -2.172 -0.696  1.174
C -1.170 -1.829 -0.844  -0.185
O -0.829 -0.614 -0.772  -0.483
C -0.292 -2.893 -1.103  0.275
C -0.762 -4.180 -1.121  -0.498
N -2.034 -4.521 -0.885  0.441
C -2.985 -3.508 -0.744  -0.079
C 1.173 -2.688 -1.366  -0.715
O 1.826 -3.637 -1.778  -0.801
O 1.661 -1.506 -1.136  -0.213
H -1.756 -7.777 0.136  0.437
H -1.173 -6.300 0.919  0.174
H -0.413 -6.887 -0.570  0.516
H -2.425 -6.339 -1.863  0.162
H -3.698 -5.924 0.868  0.280
H -4.055 -7.200 -0.307  0.440
H -5.779 -5.385 -0.384  0.470
H -4.899 -5.478 -1.905  0.348
H -6.330 -3.002 -0.494  0.521
H -3.176 -0.116 -0.516  0.859
H -0.052 -4.966 -1.341  0.721
N -1.823 1.516 -2.415  0.078
C -1.501 2.341 -1.403  -0.870
C -2.130 3.686 -1.474  -0.489
C -2.269 4.288 -0.151  -1.309
C -1.506 3.837 0.881  -1.119
C -0.664 2.743 0.690  0.080
N -0.677 1.973 -0.434  1.372
H -2.175 1.920 -3.270  0.446
H -1.339 0.638 -2.476  0.043
H -3.095 3.611 -1.968  0.715
H -2.948 5.126 -0.038  0.477
H -1.538 4.314 1.854  0.531
H 0.009 2.422 1.470  -0.241
Cl 2.576 0.282 -5.952  -0.099
C 2.308 -0.889 -4.648  0.649
Cl 1.317 -2.233 -5.221  -0.096
Cl 3.828 -1.439 -4.007  -0.027
C 1.560 -0.197 -3.585  -0.924
N 0.979 0.341 -2.774  0.449



[2]
Computed, not measured: a structure of composition C51H44Cl2N2O5RhS3, with the ωB97M-V functional and the def2-TZVPD basis.

Highest occupied orbital energy (alpha / beta): -10.206 / -10.230 eV
Charge: +1
Energy: -127369.020 eV
Multiplicity: 5
Gap between HOMO and LUMO (alpha / beta): 0.2750 / 0.2169 hartree

Each line ends with the Mulliken charge.
Element x y z (Å)
Rh -0.675 0.253 -0.035  2.106
C 5.794 -5.138 -0.378  -1.607
C 5.154 -3.804 -0.119  0.936
C 4.195 -3.653 0.878  -0.685
C 3.590 -2.422 1.099  -0.724
C 3.961 -1.340 0.320  -0.480
C 4.910 -1.461 -0.686  -0.109
C 5.497 -2.694 -0.897  -0.927
S 3.191 0.219 0.630  1.679
O 3.114 0.910 -0.711  -0.699
C 4.532 1.141 1.377  0.437
C 5.662 0.479 1.909  -0.950
C 6.810 1.171 2.146  -1.469
C 6.914 2.519 1.723  1.401
C 8.159 3.195 1.734  -1.061
C 8.269 4.462 1.242  -0.668
C 7.131 5.108 0.711  -0.886
C 5.911 4.498 0.733  -0.669
C 5.758 3.186 1.258  0.187
C 4.484 2.510 1.254  0.345
C 3.271 3.403 1.266  0.584
C 3.384 4.474 2.242  0.269
C 4.217 4.347 3.387  -0.543
C 4.344 5.367 4.285  -0.826
C 3.670 6.590 4.084  -0.692
C 2.818 6.721 3.028  -1.051
C 2.622 5.654 2.119  1.227
C 1.635 5.728 1.108  -1.727
C 1.336 4.617 0.391  -1.049
C 2.118 3.433 0.499  0.637
S 1.172 2.077 -0.241  1.860
O -0.272 2.431 0.173  -0.489
C 1.214 2.482 -1.977  0.132
C 2.372 2.940 -2.587  -0.407
C 2.345 3.228 -3.939  -0.973
C 1.182 3.066 -4.692  0.982
C 1.157 3.416 -6.153  -1.579
C 0.037 2.603 -4.053  -0.965
C 0.041 2.316 -2.696  -0.605
H 5.697 -5.798 0.481  0.383
H 6.853 -5.025 -0.610  0.407
H 5.323 -5.628 -1.232  0.304
H 3.915 -4.506 1.484  0.428
H 2.843 -2.306 1.877  0.685
H 5.164 -0.602 -1.293  0.531
H 6.238 -2.805 -1.679  0.426
H 5.611 -0.582 2.108  0.595
H 7.669 0.681 2.585  0.459
H 9.026 2.674 2.118  0.449
H 9.226 4.966 1.239  0.411
H 7.227 6.096 0.282  0.439
H 5.054 5.012 0.320  0.476
H 4.735 3.417 3.571  0.472
H 4.964 5.232 5.161  0.455
H 3.811 7.405 4.780  0.416
H 2.251 7.632 2.882  0.463
H 1.070 6.641 0.970  0.455
H 0.486 4.620 -0.278  0.541
H 3.283 3.052 -2.015  0.425
H 3.247 3.583 -4.423  0.411
H 2.144 3.315 -6.602  0.393
H 0.836 4.451 -6.290  0.290
H 0.462 2.780 -6.699  0.396
H -0.877 2.470 -4.619  0.435
H -0.879 1.999 -2.218  0.444
Cl -2.377 -6.808 0.405  -0.218
C -2.141 -5.145 -0.018  0.206
C -3.212 -4.421 -0.558  -0.552
C -3.059 -3.104 -0.909  0.606
Cl -4.385 -2.234 -1.585  -0.181
C -1.824 -2.430 -0.733  -0.274
O -1.691 -1.198 -1.112  -1.053
C -0.763 -3.189 -0.180  0.335
C 0.537 -2.610 -0.017  0.293
O 0.842 -1.426 -0.183  -0.341
C -0.927 -4.544 0.161  -1.091
H -4.169 -4.905 -0.701  0.464
H 1.344 -3.305 0.266  0.232
H -0.092 -5.102 0.566  0.505
C 0.608 0.907 3.452  -1.484
C 0.247 -0.400 2.762  2.552
C -0.120 -1.494 3.750  -1.722
O -0.861 -0.189 1.898  -1.146
H 1.524 0.788 4.034  0.423
H -0.187 1.215 4.136  0.424
H 0.762 1.708 2.725  0.096
H 1.106 -0.727 2.168  -1.235
H -1.008 -1.209 4.316  0.442
H 0.697 -1.667 4.454  0.397
H -0.337 -2.428 3.230  0.326
N -2.704 1.823 2.291  -0.258
C -3.341 2.109 1.153  0.670
S -3.062 1.146 -0.226  -0.325
N -4.224 3.118 1.206  -0.083
C -4.994 3.801 0.225  1.053
C -5.071 3.459 -1.118  -0.478
C -5.864 4.223 -1.965  -0.749
C -6.580 5.311 -1.496  -0.530
C -6.505 5.642 -0.150  -0.597
C -5.717 4.893 0.703  -0.497
H -2.032 1.056 2.293  0.115
H -2.739 2.447 3.080  0.238
H -4.356 3.508 2.127  0.177
H -4.534 2.611 -1.508  0.278
H -5.921 3.948 -3.010  0.382
H -7.194 5.893 -2.169  0.395
H -7.060 6.485 0.239  0.373
H -5.664 5.157 1.754  0.304



[3]
Computed, not measured: a structure of composition C51H44I2NO4P2SSr, with the ωB97M-V functional and the def2-TZVPD basis.

Highest occupied orbital energy: -10.118 eV
Charge: +1
Energy: -109728.707 eV
Multiplicity: 1
Gap between HOMO and LUMO: 0.2873 hartree

Each line ends with the Mulliken charge.
Element x y z (Å)
Sr -1.258 -0.916 -0.697  1.759
O 0.324 0.482 -0.159  -0.570
S 0.622 -0.430 1.003  2.252
C 1.158 0.690 2.305  0.008
C 2.486 0.865 2.613  -0.271
C 2.920 1.557 3.759  -1.459
C 1.975 2.050 4.610  0.028
C 2.098 2.746 5.939  -0.853
C 0.653 3.174 6.298  -0.796
C -0.201 2.592 5.203  0.057
C -1.549 2.625 4.993  -1.260
C -2.049 2.053 3.811  -0.072
C -1.274 1.412 2.857  -0.689
P -2.142 0.973 1.277  2.098
C -3.838 0.623 1.888  0.136
C -4.055 -0.691 2.305  -0.859
C -5.298 -1.081 2.776  -0.626
C -6.342 -0.168 2.825  -0.680
C -6.132 1.141 2.419  -0.850
C -4.887 1.539 1.953  0.488
C -2.255 2.655 0.547  1.298
C -3.268 2.951 -0.372  -0.890
C -3.297 4.168 -1.039  -0.365
C -2.302 5.107 -0.809  -0.847
C -1.292 4.824 0.097  -0.656
C -1.266 3.610 0.769  -1.149
C 0.134 1.306 3.091  -2.132
C 0.613 1.951 4.254  1.972
C 2.161 -1.262 0.628  -0.179
C 2.660 -1.986 1.688  -0.369
C 3.975 -2.480 1.727  -1.671
C 4.804 -2.151 0.690  0.653
C 6.277 -2.388 0.473  -0.812
C 6.594 -1.716 -0.888  -0.741
C 5.274 -1.171 -1.369  -0.323
C 4.928 -0.476 -2.492  -1.561
C 3.561 -0.240 -2.731  -0.125
C 2.551 -0.593 -1.854  0.525
P 0.852 -0.812 -2.524  2.442
C 0.712 0.587 -3.692  -0.646
C 0.131 0.423 -4.950  -0.200
C -0.112 1.525 -5.759  -0.860
C 0.199 2.801 -5.312  -0.587
C 0.754 2.976 -4.052  -0.801
C 1.007 1.878 -3.244  -0.148
C 1.140 -2.257 -3.635  -0.129
C 1.978 -2.265 -4.750  0.046
C 2.115 -3.409 -5.518  -0.817
C 1.395 -4.555 -5.204  -0.576
C 0.555 -4.559 -4.103  -0.896
C 0.440 -3.421 -3.315  -0.370
C 2.922 -1.087 -0.562  -2.411
C 4.276 -1.458 -0.418  1.393
H 3.242 0.444 1.967  0.787
H 3.980 1.647 3.957  0.470
H 2.777 3.598 5.883  0.340
H 2.505 2.064 6.687  0.283
H 0.551 4.260 6.319  0.273
H 0.344 2.809 7.278  0.342
H -2.232 3.104 5.683  0.498
H -3.110 2.142 3.637  0.534
H -3.247 -1.412 2.265  0.141
H -5.457 -2.102 3.098  0.424
H -7.317 -0.473 3.181  0.408
H -6.936 1.864 2.474  0.454
H -4.736 2.569 1.655  0.471
H -4.065 2.239 -0.543  0.137
H -4.103 4.383 -1.729  0.477
H -2.318 6.055 -1.330  0.428
H -0.520 5.559 0.289  0.478
H -0.468 3.411 1.474  0.324
H 2.031 -2.116 2.564  0.700
H 4.315 -3.042 2.586  0.472
H 6.493 -3.458 0.456  0.333
H 6.866 -1.957 1.283  0.302
H 7.001 -2.433 -1.603  0.310
H 7.329 -0.917 -0.783  0.320
H 5.666 -0.164 -3.221  0.474
H 3.288 0.214 -3.675  0.641
H -0.122 -0.571 -5.298  0.555
H -0.546 1.383 -6.741  0.445
H 0.007 3.658 -5.944  0.413
H 0.991 3.971 -3.697  0.478
H 1.439 2.013 -2.258  0.357
H 2.518 -1.374 -5.037  0.371
H 2.783 -3.410 -6.371  0.446
H 1.493 -5.442 -5.815  0.405
H -0.014 -5.446 -3.858  0.468
H -0.166 -3.451 -2.419  0.489
N -1.965 -3.848 2.696  -0.487
C -0.876 -3.970 1.740  -0.660
C -1.081 -3.033 0.566  1.285
O -0.081 -2.702 -0.126  -0.662
O -2.231 -2.598 0.312  -0.938
H -1.910 -4.574 3.397  0.249
H -2.850 -3.950 2.214  0.215
H -0.748 -4.972 1.306  0.322
H 0.070 -3.710 2.218  0.215
I -2.985 -2.281 -3.373  0.199
C -4.994 -2.040 -2.644  -0.915
I -5.156 -0.388 -1.323  0.225
H -5.256 -2.932 -2.092  0.414
H -5.643 -1.874 -3.493  0.499
O -2.119 0.819 -2.308  -0.487
H -1.463 1.081 -2.971  0.151
H -2.402 1.641 -1.885  0.210



[4]
Computed, not measured: a structure of composition C51H44IrN8O6STe, with the ωB97M-V functional and the def2-TZVPD basis.

Highest occupied orbital energy (alpha / beta): -2.959 / -3.303 eV
Charge: -2
Energy: -98774.564 eV
Multiplicity: 2
Gap between HOMO and LUMO (alpha / beta): 0.2339 / 0.2422 hartree

Each line ends with the Mulliken charge.
Element x y z (Å)
Ir 0.951 -1.135 1.488  0.740
N 1.040 -2.706 2.727  -0.122
C 1.033 -3.084 3.836  0.805
N 0.889 -3.584 4.997  -0.871
C 1.950 -3.968 5.691  0.502
N 2.804 -4.345 6.373  -0.617
C 2.890 -0.688 1.656  -0.073
C 3.651 -0.435 0.640  -0.484
C 4.389 -0.030 -0.380  -0.146
C 5.260 -0.991 -1.104  0.219
C 5.537 -0.854 -2.465  -0.407
C 6.303 -1.796 -3.137  -0.796
C 6.806 -2.900 -2.465  -0.435
C 6.521 -3.056 -1.114  -0.713
C 5.761 -2.114 -0.445  -0.110
C 4.308 1.406 -0.770  0.247
C 5.370 2.074 -1.381  -0.484
C 5.290 3.429 -1.670  -0.718
C 4.149 4.150 -1.350  -0.744
C 3.090 3.501 -0.726  -0.846
C 3.172 2.150 -0.440  0.951
H 5.131 -0.013 -3.011  0.539
H 6.498 -1.668 -4.195  0.374
H 7.402 -3.636 -2.989  0.374
H 6.886 -3.922 -0.577  0.400
H 5.513 -2.258 0.599  0.262
H 6.277 1.534 -1.617  0.546
H 6.131 3.924 -2.140  0.381
H 4.087 5.207 -1.576  0.388
H 2.193 4.040 -0.449  0.482
H 2.347 1.669 0.073  -0.192
O -6.715 -4.501 -1.761  -0.673
S -7.881 -4.154 -0.975  1.207
O -8.400 -5.227 -0.144  -0.708
O -8.889 -3.386 -1.683  -0.698
C -7.263 -2.974 0.273  0.021
N -8.180 -2.399 1.054  -0.528
C -7.726 -1.557 1.971  -0.352
C -6.381 -1.274 2.140  -0.668
C -5.509 -1.929 1.283  0.199
N -5.960 -2.771 0.351  -0.223
C -4.031 -1.740 1.328  1.366
C -3.391 -1.003 2.320  -0.821
C -2.015 -0.873 2.297  -0.721
N -1.258 -1.434 1.347  0.129
C -1.874 -2.119 0.378  -0.886
C -3.240 -2.307 0.333  -0.637
H -8.470 -1.081 2.605  0.402
H -6.051 -0.576 2.895  0.387
H -3.938 -0.523 3.118  0.330
H -1.477 -0.276 3.022  0.432
H -1.251 -2.497 -0.423  0.253
H -3.702 -2.866 -0.468  0.728
C -4.229 6.131 -3.922  -1.582
C -3.465 5.254 -2.969  0.770
C -3.879 5.082 -1.659  -0.861
C -3.176 4.277 -0.763  1.096
C -3.740 4.144 0.629  -1.903
C -2.019 3.613 -1.192  -0.325
Te -0.960 2.314 0.141  0.707
N 0.518 0.577 2.048  0.283
C 1.325 1.450 2.724  -0.009
O 0.952 2.617 2.866  -0.824
C 2.681 1.078 3.278  0.142
C 3.418 2.082 3.851  -0.622
C 4.759 1.920 4.209  -0.691
C 5.431 0.704 3.909  -0.566
C 4.767 -0.328 3.348  -0.903
C 3.298 -0.285 3.071  1.781
C -1.059 0.712 -1.247  0.149
C 0.138 0.158 -1.690  0.166
C 0.153 -0.878 -2.614  -0.676
C -1.048 -1.345 -3.130  -1.082
C -2.243 -0.791 -2.694  -0.443
C -2.273 0.227 -1.739  1.396
C -3.604 0.734 -1.263  -2.118
C -1.575 3.798 -2.511  1.254
C -0.338 3.126 -3.041  -1.407
C -2.305 4.608 -3.373  -0.971
H -5.204 6.399 -3.513  0.369
H -4.391 5.630 -4.878  0.347
H -3.687 7.057 -4.127  0.305
H -4.778 5.583 -1.316  0.326
H -4.250 5.065 0.917  0.506
H -2.981 3.924 1.375  0.266
H -4.471 3.333 0.668  0.263
H 2.930 3.041 3.971  0.440
H 5.303 2.743 4.651  0.358
H 6.491 0.615 4.118  0.403
H 5.277 -1.251 3.101  0.365
H 2.824 -1.000 3.765  0.127
H 1.083 0.551 -1.327  -0.167
H 1.100 -1.304 -2.923  0.566
H -1.060 -2.143 -3.863  0.353
H -3.183 -1.173 -3.075  0.458
H -4.377 -0.017 -1.430  0.493
H -3.894 1.652 -1.784  0.341
H -3.565 0.968 -0.196  0.200
H 0.450 3.084 -2.287  -0.066
H 0.039 3.658 -3.915  0.523
H -0.547 2.094 -3.334  0.275
H -1.953 4.735 -4.392  0.360
N -0.040 -4.967 0.970  -0.484
C 1.385 -5.255 1.029  -0.515
C 2.189 -4.046 0.567  0.347
O 3.372 -3.943 0.688  -0.519
O 1.422 -3.098 -0.031  -0.330
H -0.607 -5.798 0.878  0.234
H 0.521 -3.504 -0.055  0.258
H -0.339 -4.451 1.790  0.098
H 1.618 -6.068 0.337  0.436
H 1.768 -5.534 2.014  0.314